ORCA calculation (ωB97M-V/def2-TZVPD) on a molecular structure, C54H64F3Ge2NNaO5S4.

Its LUMO energy is 0.0697 Ha. Its gap between HOMO and LUMO is 0.251 hartree. The value obtained for the relative energy (zero: lowest compared OMol25 entry of this formula, charge and spin) is 0.1 kcal/mol.

Geometry as ORCA input:
```
! wB97M-V def2-TZVPD RIJCOSX def2/J DEFGRID3
* xyz -1 1
Na 1.7201 -0.2022 2.4267
C -5.4193 -0.7774 -4.9077
C -4.0433 -0.3132 -4.5113
C -2.9831 -1.2034 -4.4489
C -1.6846 -0.7808 -4.1737
C -0.5556 -1.7765 -4.2105
C -1.4526 0.5723 -3.9157
C -2.5164 1.4822 -3.9324
C -2.2841 2.9442 -3.6664
C -3.7922 1.0257 -4.2340
C -0.0423 1.0818 -3.9157
C 0.4594 1.2340 -5.2112
C 1.7501 1.6639 -5.4395
C 2.5499 1.9543 -4.3511
C 2.0724 1.8339 -3.0467
C 0.7525 1.3977 -2.8024
Ge 0.1517 1.0738 -0.9299
S 1.3659 1.9361 0.5980
S -0.0353 -1.1707 -0.6608
Ge -1.7005 -0.5244 0.7764
S -1.1110 -0.2244 2.8160
S -2.0251 1.3791 -0.4260
C -3.2178 -1.8089 0.8750
C -4.4772 -1.3386 1.2780
C -5.4844 -2.2304 1.6315
C -5.2641 -3.5965 1.6024
C -4.0258 -4.0709 1.2089
C -3.0033 -3.1953 0.8493
C -1.7090 -3.8165 0.4330
C -0.7771 -4.2163 1.3920
C -1.0396 -4.0214 2.8613
C 0.4018 -4.8286 0.9683
C 0.6660 -5.0572 -0.3748
C 1.9603 -5.6834 -0.8194
C -0.2949 -4.6836 -1.3071
C -1.4786 -4.0695 -0.9241
C -2.4764 -3.6322 -1.9595
C -4.7849 0.1215 1.3316
C -4.7097 0.8272 2.5344
C -4.4115 0.1409 3.8401
C -4.9544 2.1976 2.5230
C -5.2969 2.8696 1.3601
C -5.4972 4.3607 1.3526
C -5.4274 2.1351 0.1882
C -5.1768 0.7712 0.1558
C -5.2942 0.0213 -1.1409
C 3.0894 2.2277 -2.0177
C 3.9516 1.2807 -1.4752
C 3.7865 -0.1947 -1.7359
C 4.9706 1.7042 -0.6227
C 5.1466 3.0408 -0.3047
C 6.2386 3.4924 0.6284
C 4.2634 3.9678 -0.8519
C 3.2396 3.5820 -1.6982
C 2.2471 4.5946 -2.1947
H -5.5073 -1.8606 -4.8237
H -5.6378 -0.5041 -5.9430
H -6.1908 -0.3262 -4.2826
H -3.1586 -2.2551 -4.6527
H -0.9195 -2.7534 -4.5289
H -0.1002 -1.8815 -3.2232
H 0.2295 -1.4612 -4.8996
H -1.4419 3.3277 -4.2450
H -2.0566 3.1093 -2.6111
H -3.1713 3.5266 -3.9150
H -4.6105 1.7385 -4.2634
H -0.1924 0.9933 -6.0434
H 2.1280 1.7672 -6.4492
H 3.5701 2.2913 -4.4929
H -6.4467 -1.8352 1.9364
H -6.0501 -4.2856 1.8865
H -3.8321 -5.1374 1.1782
H -1.4515 -3.0321 3.0630
H -0.1174 -4.1248 3.4345
H -1.7519 -4.7656 3.2278
H 1.1243 -5.1471 1.7156
H 2.5893 -5.9376 0.0338
H 2.5224 -4.9994 -1.4582
H 1.7816 -6.5954 -1.3924
H -0.1077 -4.8528 -2.3630
H -2.2557 -4.0891 -2.9244
H -2.4434 -2.5459 -2.0824
H -3.4953 -3.8933 -1.6700
H -3.8024 -0.7489 3.7017
H -5.3429 -0.1483 4.3368
H -3.8665 0.8102 4.5055
H -4.8600 2.7526 3.4506
H -5.5421 4.7582 2.3663
H -6.4189 4.6350 0.8359
H -4.6710 4.8548 0.8370
H -5.7093 2.6391 -0.7314
H -5.9875 0.5333 -1.8080
H -5.6407 -1.0019 -0.9952
H -4.3220 -0.0245 -1.6384
H 2.8111 -0.4305 -2.1607
H 3.8914 -0.7523 -0.8030
H 4.5475 -0.5613 -2.4305
H 5.6347 0.9604 -0.1914
H 6.9615 2.6937 0.8029
H 5.8194 3.7987 1.5907
H 6.7756 4.3500 0.2199
H 4.3678 5.0169 -0.5938
H 2.5818 5.6077 -1.9718
H 1.2843 4.4379 -1.6998
H 2.0800 4.5090 -3.2695
O 2.4148 -1.8659 1.2663
H 1.9240 -1.6304 0.4542
H 2.0765 -2.7510 1.4500
O 1.5173 -0.9358 4.6247
H 1.7708 -0.0403 4.9219
H 0.5564 -0.8927 4.4947
O 3.3207 3.5183 2.6260
H 2.5739 4.0834 2.8555
H 3.0299 3.1005 1.7956
O -0.1095 2.8360 3.3600
H 0.1897 2.7413 2.4322
H -0.7431 2.0969 3.3975
O 2.0960 1.7938 4.7490
H 2.7753 2.1590 4.1607
H 1.2734 2.1708 4.3648
F 8.6023 0.7540 5.4168
C 8.1759 -0.4007 4.8750
F 9.0842 -0.7428 3.9396
F 8.2360 -1.3348 5.8363
C 6.8007 -0.2666 4.2832
C 6.5253 0.8020 3.4451
C 5.2591 0.8848 2.8910
N 4.3004 -0.0080 3.1249
C 4.5752 -1.0255 3.9347
C 5.8135 -1.2004 4.5392
H 7.2703 1.5560 3.2294
H 4.9981 1.7019 2.2330
H 3.7663 -1.7217 4.1177
H 5.9913 -2.0402 5.1949
*
```